# 1
{"formula": "C22H23AuFGe2N2O8S3Se", "method": "ωB97M-V/def2-TZVPD", "elements": ["Au", "S", "C", "S", "S", "C", "Ge", "C", "C", "Ge", "C", "C", "C", "C", "C", "C", "C", "C", "C", "C", "C", "C", "H", "H", "H", "H", "H", "H", "H", "H", "H", "H", "H", "H", "H", "H", "H", "H", "H", "H", "H", "O", "Se", "O", "O", "O", "F", "C", "C", "N", "C", "C", "O", "O", "C", "O", "N", "C", "O", "H", "H", "H", "H"], "coordinates": [[-0.29, 0.37, 0.18], [-2.82, -3.89, -1.32], [-1.74, -2.75, -0.68], [-1.78, -1.11, -1.07], [-0.70, -3.63, 0.30], [2.14, 2.36, 4.08], [0.65, 1.10, 4.07], [-1.07, 2.05, 4.09], [0.76, 0.10, 5.78], [0.54, -0.54, 2.28], [-0.54, -1.95, 3.14], [0.06, -3.04, 3.78], [-0.72, -3.99, 4.43], [-2.10, -3.86, 4.47], [-2.70, -2.78, 3.84], [-1.92, -1.83, 3.19], [2.32, -1.33, 1.94], [2.57, -2.05, 0.77], [3.83, -2.59, 0.51], [4.86, -2.42, 1.42], [4.63, -1.70, 2.59], [3.38, -1.17, 2.84], [2.04, 3.02, 4.94], [2.15, 2.96, 3.17], [3.09, 1.83, 4.17], [-1.03, 2.89, 4.78], [-1.88, 1.38, 4.38], [-1.26, 2.43, 3.08], [0.65, 0.79, 6.62], [1.73, -0.40, 5.87], [-0.02, -0.66, 5.84], [1.13, -3.16, 3.75], [-0.24, -4.83, 4.91], [-2.70, -4.60, 4.98], [-3.78, -2.68, 3.85], [-2.41, -1.01, 2.68], [1.78, -2.18, 0.04], [3.99, -3.13, -0.41], [5.84, -2.83, 1.22], [5.44, -1.56, 3.30], [3.22, -0.60, 3.76], [-0.62, 3.88, -2.70], [-1.23, 3.97, -0.96], [-1.97, 5.39, -1.15], [-0.53, 1.61, -1.66], [0.35, 4.43, -0.29], [1.72, -2.10, -3.16], [1.41, -0.78, -3.09], [2.07, 0.02, -2.24], [1.76, 1.34, -2.09], [2.62, 2.20, -1.45], [0.89, 3.69, 0.83], [1.85, 4.25, 1.33], [0.31, 2.62, 1.13], [0.41, 1.76, -2.55], [0.58, 3.16, -2.88], [0.17, 1.07, -3.82], [0.41, -0.27, -4.02], [-0.10, -0.91, -4.93], [2.88, -0.36, -1.63], [2.29, 3.21, -1.25], [3.44, 1.75, -0.92], [-0.60, 1.44, -4.34]], "lowdin_spin": [0.383, 0.487, 0.026, 0.247, 0.476, 0.003, 0.029, 0.000, 0.013, 0.124, 0.021, 0.007, 0.000, 0.005, -0.001, 0.006, 0.029, 0.013, 0.001, 0.003, 0.002, 0.008, 0.001, 0.000, 0.000, 0.000, 0.000, 0.000, 0.002, 0.000, 0.000, 0.000, 0.000, 0.000, 0.000, 0.000, 0.008, 0.000, 0.000, 0.000, 0.001, 0.000, 0.001, 0.000, 0.021, 0.002, 0.021, 0.087, -0.006, 0.150, 0.577, 0.012, 0.011, 0.070, 0.008, 0.005, 0.002, 0.027, 0.037, -0.003, 0.037, 0.044, 0.000], "s_squared": 3.78, "multiplicity": 4, "charge": -2, "e_lumo_ha": [0.157, 0.114], "e_homo_ev": [-1.60, -3.59]}

***

# 2
{"formula": "C22H23BN7O5RhS3", "method": "ωB97M-V/def2-TZVPD", "elements": ["Rh", "O", "C", "C", "C", "N", "C", "C", "C", "O", "O", "C", "O", "O", "H", "H", "H", "C", "N", "C", "C", "N", "B", "N", "C", "C", "N", "C", "C", "S", "C", "S", "H", "H", "H", "H", "H", "H", "H", "H", "H", "H", "H", "H", "N", "C", "S", "N", "C", "C", "C", "C", "C", "C", "H", "H", "H", "H", "H", "H", "H", "H"], "coordinates": [[0.33, 1.15, 0.93], [-5.25, -0.92, 1.56], [-4.01, -0.39, 1.46], [-3.19, -0.19, 2.57], [-1.94, 0.35, 2.36], [-1.56, 0.67, 1.13], [-2.31, 0.50, 0.06], [-3.57, -0.04, 0.18], [-1.59, 0.89, -1.24], [-2.23, 1.01, -2.27], [-0.30, 1.03, -1.12], [-0.86, 0.60, 3.43], [-1.10, 0.37, 4.59], [0.28, 1.04, 2.96], [-5.45, -1.11, 2.49], [-3.48, -0.45, 3.58], [-4.20, -0.18, -0.69], [-3.03, 3.90, -0.23], [-1.80, 4.06, -0.98], [-1.72, 4.42, -2.30], [-0.40, 4.47, -2.60], [0.32, 4.15, -1.48], [1.88, 4.13, -1.40], [2.38, 2.69, -1.76], [2.58, 2.24, -3.04], [3.10, 0.99, -2.98], [3.21, 0.68, -1.65], [3.81, -0.54, -1.13], [2.75, 1.72, -0.91], [2.63, 1.73, 0.82], [-0.55, 3.88, -0.49], [-0.22, 3.40, 1.14], [-3.86, 4.17, -0.89], [-3.03, 4.55, 0.64], [-3.15, 2.87, 0.10], [-2.59, 4.59, -2.90], [0.09, 4.73, -3.52], [2.29, 4.88, -2.27], [2.23, 4.41, -0.30], [2.35, 2.85, -3.90], [3.41, 0.31, -3.76], [3.29, -1.41, -1.54], [3.70, -0.53, -0.05], [4.86, -0.58, -1.40], [0.23, -1.64, -1.35], [0.50, -2.18, -0.15], [0.94, -1.21, 1.16], [0.46, -3.53, -0.09], [0.83, -4.45, 0.92], [0.76, -4.20, 2.28], [1.13, -5.19, 3.18], [1.54, -6.44, 2.73], [1.58, -6.70, 1.37], [1.23, -5.71, 0.47], [0.07, -0.63, -1.39], [-0.19, -2.21, -2.07], [0.33, -3.97, -0.99], [0.43, -3.24, 2.65], [1.08, -4.98, 4.24], [1.82, -7.21, 3.44], [1.89, -7.67, 1.00], [1.27, -5.91, -0.60]], "mulliken_charge": [0.463, -0.532, 0.833, -0.567, -0.268, 0.924, -0.376, -0.782, 0.476, -0.751, -0.273, 0.441, -0.688, -0.699, 0.310, 0.485, 0.630, -0.734, 0.289, -0.442, -0.434, 0.346, -0.349, 0.330, -0.477, -0.594, 0.322, -1.056, 0.110, -0.426, -0.017, -0.432, 0.312, 0.351, 0.243, 0.435, 0.470, -0.170, -0.038, 0.435, 0.490, 0.318, 0.359, 0.336, -0.209, 0.623, -0.294, -0.103, 0.862, -0.311, -0.757, -0.495, -0.574, -0.644, -0.036, 0.234, 0.186, 0.493, 0.384, 0.383, 0.362, 0.295], "e_lumo_ha": -0.002, "e_homo_ev": -7.87}

***

# 3
{"formula": "C22H23BrFN2O3S", "method": "ωB97M-V/def2-TZVPD", "elements": ["N", "H", "H", "H", "S", "O", "O", "C", "C", "C", "C", "C", "C", "H", "H", "C", "H", "H", "C", "N", "H", "C", "C", "C", "C", "C", "C", "C", "O", "C", "C", "C", "C", "C", "C", "C", "F", "H", "H", "H", "H", "H", "H", "H", "H", "Br", "H", "H", "H", "H", "H", "H", "H"], "coordinates": [[-3.67, -1.65, -2.82], [-4.28, -2.47, -2.75], [-2.83, -1.91, -3.33], [-4.17, -0.92, -3.32], [-3.41, -1.14, -0.82], [-3.02, -2.45, -0.45], [-4.73, -0.63, -0.72], [-2.11, -0.02, -1.26], [-0.83, -0.53, -1.34], [0.20, 0.34, -1.64], [-0.04, 1.69, -1.86], [-1.36, 2.17, -1.77], [-2.40, 1.32, -1.46], [-3.41, 1.67, -1.37], [-1.56, 3.21, -1.95], [1.07, 2.61, -2.21], [2.00, 2.06, -2.33], [0.84, 3.09, -3.17], [1.33, 3.77, -1.20], [2.00, 3.44, 0.01], [2.80, 2.83, -0.12], [1.25, 3.10, 1.19], [0.76, 1.68, 1.32], [-0.59, 1.40, 1.44], [-1.01, 0.09, 1.62], [-0.12, -0.95, 1.70], [1.24, -0.68, 1.59], [1.69, 0.62, 1.40], [2.98, 0.98, 1.30], [4.00, 0.04, 1.58], [4.17, -1.05, 0.56], [4.57, -2.33, 0.95], [4.77, -3.33, 0.02], [4.57, -3.08, -1.33], [4.16, -1.83, -1.74], [3.98, -0.84, -0.80], [3.58, 0.39, -1.23], [4.00, -1.60, -2.79], [4.72, -3.87, -2.05], [5.09, -4.31, 0.35], [4.74, -2.52, 2.00], [3.86, -0.40, 2.58], [4.92, 0.65, 1.61], [1.94, -1.50, 1.66], [-0.46, -1.96, 1.86], [-2.92, -0.27, 1.74], [-1.31, 2.20, 1.41], [1.91, 3.29, 2.05], [0.40, 3.79, 1.26], [0.39, 4.27, -0.95], [1.96, 4.50, -1.73], [1.21, -0.04, -1.71], [-0.66, -1.58, -1.16]], "mulliken_charge": [-0.682, 0.346, 0.308, 0.329, 1.226, -0.525, -0.575, 0.771, -0.627, -0.601, 0.712, -0.500, -1.041, 0.540, 0.525, -1.079, 0.275, 0.493, -0.860, -0.114, 0.230, -1.511, 0.861, -0.295, -0.355, -0.997, -0.548, 1.058, -0.325, -0.936, 0.543, -0.524, -0.735, -0.443, -0.523, 0.468, -0.313, 0.494, 0.422, 0.415, 0.441, 0.440, 0.342, 0.372, 0.510, -0.030, 0.484, 0.358, 0.539, 0.400, 0.383, 0.311, 0.543], "charge": 1, "e_lumo_ha": -0.138, "e_homo_ev": -10.92}

***

# 4
{"formula": "C22H23BrN2O4", "method": "ωB97M-V/def2-TZVPD", "elements": ["C", "H", "O", "C", "C", "C", "C", "C", "C", "H", "H", "N", "C", "O", "C", "N", "C", "C", "H", "H", "C", "C", "C", "C", "C", "C", "C", "H", "H", "Br", "H", "H", "O", "H", "C", "H", "C", "H", "H", "H", "H", "H", "C", "C", "O", "H", "H", "H", "H", "H", "H", "H"], "coordinates": [[-8.05, -0.61, -2.17], [-8.46, -0.13, -1.28], [-6.77, -0.10, -2.49], [-5.77, -0.26, -1.60], [-5.88, -0.88, -0.36], [-4.78, -0.98, 0.47], [-3.56, -0.47, 0.08], [-3.43, 0.16, -1.15], [-4.53, 0.27, -1.98], [-4.45, 0.75, -2.94], [-2.48, 0.57, -1.46], [-2.43, -0.58, 0.94], [-1.56, 0.46, 1.18], [-1.67, 1.57, 0.75], [-0.44, -0.06, 2.09], [0.83, 0.12, 1.44], [0.98, -0.54, 0.16], [2.16, 0.06, -0.60], [1.93, 1.11, -0.79], [2.29, -0.45, -1.55], [3.46, -0.04, 0.21], [4.56, 0.75, -0.48], [4.42, 2.12, -0.70], [5.42, 2.84, -1.32], [6.57, 2.19, -1.73], [6.73, 0.84, -1.53], [5.73, 0.12, -0.90], [5.84, -0.93, -0.73], [7.64, 0.34, -1.85], [7.95, 3.19, -2.59], [5.31, 3.90, -1.49], [3.53, 2.64, -0.38], [3.90, -1.39, 0.28], [3.20, -1.91, 0.69], [3.22, 0.52, 1.62], [3.07, 1.59, 1.56], [1.99, -0.11, 2.28], [1.82, 0.37, 3.24], [2.16, -1.18, 2.47], [4.10, 0.32, 2.24], [0.07, -0.39, -0.43], [1.12, -1.64, 0.26], [-0.87, -1.49, 2.43], [-2.10, -1.76, 1.59], [-2.69, -2.80, 1.49], [-0.10, -2.23, 2.20], [-1.13, -1.62, 3.48], [-0.42, 0.58, 2.99], [-4.88, -1.47, 1.43], [-6.82, -1.30, -0.03], [-8.68, -0.38, -3.03], [-8.02, -1.70, -2.03]], "mulliken_charge": [-0.843, 0.340, -0.456, 0.883, -0.228, -0.930, 0.101, -0.046, -0.876, 0.414, 0.373, 0.431, -0.259, -0.587, -0.165, 0.207, -0.253, -1.236, 0.427, 0.414, 1.029, -0.030, -0.412, -0.890, 0.061, -0.588, -0.446, 0.468, 0.435, -0.212, 0.420, 0.311, -0.604, 0.451, -0.907, 0.398, -0.757, 0.542, 0.298, 0.412, 0.473, 0.227, -0.950, 0.424, -0.599, 0.361, 0.336, 0.719, 0.360, 0.381, 0.241, 0.336], "smiles": "COc1ccc(N2C(=O)C[C@@H](N3CCC(O)(c4ccc(Br)cc4)CC3)C2=O)cc1", "e_lumo_ha": 0.019, "e_homo_ev": -8.58}

***

Looking at energy relative to the best compared isomer or geometry (same formula, charge and spin) for the records above, in order, we have 0.0414 0.0802 1.6923 1.3190 eV.